{"formula": "C16H33InN8O3S", "method": "wB97M-V/def2-TZVPD", "charge": 4, "energy_ev": -51162.5264, "homo_energy_ev": -20.455, "elements": ["In", "C", "C", "N", "N", "C", "N", "S", "C", "C", "C", "C", "C", "N", "H", "H", "H", "H", "H", "H", "H", "H", "H", "H", "C", "O", "C", "O", "N", "N", "H", "H", "H", "H", "H", "H", "N", "C", "C", "N", "C", "C", "H", "H", "H", "H", "H", "H", "H", "H", "H", "H", "H", "C", "C", "O", "H", "H", "H", "H", "H", "H"], "xyz": [[0.64, 0.04, 0.38], [-1.13, -0.89, 4.67], [-0.46, -0.24, 3.50], [0.54, -0.68, 2.84], [1.24, -1.78, 3.20], [2.36, -2.08, 2.51], [3.20, -2.95, 3.01], [2.70, -1.38, 0.98], [-0.90, 1.10, 3.03], [-1.58, 1.97, 3.87], [-1.81, 3.27, 3.45], [-1.36, 3.67, 2.21], [-0.71, 2.75, 1.41], [-0.48, 1.50, 1.82], [-0.98, -0.33, 5.59], [-2.21, -0.92, 4.49], [-0.79, -1.91, 4.84], [1.07, -2.23, 4.09], [3.11, -3.34, 3.94], [4.05, -3.20, 2.51], [-1.90, 1.65, 4.85], [-2.31, 3.97, 4.11], [-1.52, 4.68, 1.85], [-0.34, 3.01, 0.43], [-2.42, 3.58, -2.22], [-1.45, 2.60, -1.77], [-1.82, 1.47, -1.25], [-0.93, 0.59, -1.05], [-3.10, 1.24, -0.98], [-3.49, 0.00, -0.46], [-1.84, 4.36, -2.71], [-2.96, 4.01, -1.38], [-3.10, 3.14, -2.95], [-3.80, 1.93, -1.23], [-3.93, -0.54, -1.20], [-4.20, 0.16, 0.25], [1.01, -3.77, -3.48], [0.23, -4.16, -2.26], [0.57, -3.23, -1.09], [0.34, -1.81, -1.41], [1.10, -1.45, -2.62], [0.76, -2.33, -3.82], [0.75, -4.37, -4.27], [2.01, -3.92, -3.32], [0.46, -5.20, -2.00], [-0.83, -4.10, -2.52], [1.62, -3.35, -0.82], [-0.04, -3.53, -0.24], [-0.65, -1.63, -1.56], [2.17, -1.54, -2.39], [0.90, -0.41, -2.88], [1.35, -2.05, -4.69], [-0.30, -2.23, -4.08], [2.00, 2.21, -2.43], [2.56, 2.64, -1.10], [2.30, 1.61, -0.09], [2.29, 2.93, -3.19], [0.91, 2.16, -2.39], [2.41, 1.24, -2.71], [2.12, 3.58, -0.76], [3.65, 2.76, -1.16], [2.92, 1.74, 0.64]]}